1.
{"formula": "C19H52N3O9PSi", "method": "ωB97M-V with the def2-TZVPD basis set", "e_lumo_ev": 0.4, "homo_ev": -8.63, "e_tot_ev": -60608.898, "smiles": "O=P(O)(O)C[SiH3].COCCNCCOC.COCCNCCOC.COCCNCCOC", "gap_ev": 9.0667, "charge": 0, "symbols": ["O", "P", "O", "O", "C", "Si", "H", "H", "H", "H", "H", "H", "H", "C", "O", "C", "C", "N", "C", "C", "O", "C", "H", "H", "H", "H", "H", "H", "H", "H", "H", "H", "H", "H", "H", "H", "H", "C", "O", "C", "C", "N", "C", "C", "O", "C", "H", "H", "H", "H", "H", "H", "H", "H", "H", "H", "H", "H", "H", "H", "H", "C", "O", "C", "C", "N", "C", "C", "O", "C", "H", "H", "H", "H", "H", "H", "H", "H", "H", "H", "H", "H", "H", "H", "H"], "positions_angstrom": [[-1.514, -0.908, 3.542], [-2.188, -0.445, 2.326], [-2.381, 1.141, 2.329], [-1.381, -0.747, 0.963], [-3.792, -1.181, 2.005], [-5.071, -0.175, 1.062], [-2.899, 1.515, 1.605], [-0.457, -0.943, 1.190], [-4.176, -1.459, 2.989], [-3.599, -2.100, 1.445], [-4.580, 0.102, -0.305], [-5.288, 1.111, 1.762], [-6.351, -0.905, 0.992], [-4.054, -3.767, -2.775], [-3.269, -2.596, -2.753], [-2.241, -2.577, -1.771], [-0.866, -2.703, -2.386], [-0.654, -4.022, -2.955], [0.586, -4.190, -3.699], [0.840, -3.294, -4.905], [0.000, -3.551, -6.012], [-1.265, -2.925, -5.968], [-4.907, -3.571, -3.422], [-3.511, -4.635, -3.169], [-4.421, -4.021, -1.775], [-2.403, -3.375, -1.038], [-2.300, -1.619, -1.251], [-0.125, -2.538, -1.596], [-0.752, -1.888, -3.115], [-1.440, -4.269, -3.541], [0.626, -5.227, -4.043], [1.421, -4.055, -3.003], [1.857, -3.494, -5.250], [0.789, -2.230, -4.641], [-1.202, -1.924, -5.530], [-2.001, -3.505, -5.401], [-1.619, -2.837, -6.994], [1.543, -1.363, 3.332], [2.271, -1.509, 2.123], [3.225, -0.487, 1.867], [4.639, -1.010, 1.981], [4.964, -1.355, 3.352], [6.240, -2.028, 3.543], [6.476, -3.358, 2.837], [5.701, -4.430, 3.335], [4.391, -4.521, 2.816], [0.721, -2.072, 3.308], [2.146, -1.563, 4.224], [1.123, -0.358, 3.420], [3.071, 0.351, 2.554], [3.065, -0.130, 0.845], [5.324, -0.224, 1.644], [4.739, -1.851, 1.280], [4.219, -1.915, 3.747], [6.367, -2.197, 4.615], [7.037, -1.342, 3.234], [7.517, -3.638, 3.009], [6.337, -3.274, 1.751], [4.361, -4.250, 1.756], [3.680, -3.888, 3.356], [4.072, -5.557, 2.922], [-0.683, 2.818, 0.434], [-1.842, 3.612, 0.584], [-1.812, 4.506, 1.693], [-1.708, 5.944, 1.239], [-0.419, 6.212, 0.627], [-0.277, 7.526, 0.016], [-1.230, 7.915, -1.108], [-1.037, 7.200, -2.312], [-1.673, 5.941, -2.376], [-0.921, 2.045, -0.297], [0.188, 3.374, 0.067], [-0.418, 2.333, 1.376], [-0.982, 4.249, 2.357], [-2.745, 4.379, 2.248], [-1.820, 6.587, 2.119], [-2.560, 6.148, 0.575], [-0.212, 5.495, -0.055], [0.741, 7.600, -0.374], [-0.369, 8.281, 0.805], [-1.038, 8.963, -1.349], [-2.281, 7.840, -0.797], [-2.651, 5.961, -1.884], [-1.074, 5.144, -1.923], [-1.815, 5.702, -3.429]], "forces_ev_per_angstrom": [[0.0, 0.1, -0.1], [-0.2, 0.0, -0.2], [-0.1, -0.2, 0.3], [0.1, 0.0, 0.4], [0.1, 0.0, -0.1], [0.0, 0.1, 0.0], [0.1, 0.2, -0.1], [0.0, 0.0, -0.2], [-0.1, 0.0, -0.1], [0.0, -0.1, 0.1], [0.0, 0.0, 0.0], [0.0, 0.0, 0.0], [0.0, 0.0, 0.0], [0.0, 0.0, 0.0], [0.0, 0.0, -0.1], [0.0, 0.0, 0.1], [0.0, 0.0, 0.0], [-0.1, 0.0, -0.1], [0.0, -0.1, 0.1], [0.1, 0.0, 0.0], [-0.1, 0.0, 0.0], [0.0, 0.0, -0.1], [0.0, 0.0, 0.0], [0.0, 0.0, 0.0], [0.0, 0.0, 0.0], [0.0, 0.0, 0.0], [0.0, 0.0, 0.0], [0.0, 0.0, 0.0], [0.0, 0.0, 0.0], [0.0, 0.0, 0.0], [0.0, 0.0, 0.0], [0.0, 0.0, 0.0], [0.0, 0.0, 0.0], [0.0, 0.0, 0.0], [0.0, 0.0, 0.0], [0.0, 0.0, 0.0], [0.0, 0.0, 0.0], [0.0, 0.0, 0.0], [-0.1, -0.1, 0.0], [0.0, 0.1, 0.0], [0.0, 0.0, 0.0], [-0.1, -0.1, 0.0], [0.0, 0.1, 0.1], [0.1, 0.0, 0.0], [-0.1, 0.0, 0.1], [0.0, -0.1, 0.0], [0.0, 0.0, 0.0], [0.1, 0.0, -0.1], [0.0, 0.0, 0.0], [0.0, 0.0, 0.0], [0.0, 0.0, 0.0], [0.0, 0.0, 0.0], [0.0, 0.0, 0.0], [0.0, 0.0, 0.0], [0.0, 0.0, 0.0], [0.0, 0.0, 0.0], [0.0, 0.0, 0.0], [0.0, 0.0, 0.0], [0.0, 0.0, 0.0], [0.0, 0.0, 0.0], [0.0, 0.0, 0.0], [0.1, -0.2, -0.1], [0.0, -0.1, 0.0], [0.0, 0.0, 0.1], [0.0, 0.0, 0.0], [0.0, -0.1, -0.1], [0.1, 0.0, 0.1], [0.0, 0.1, 0.0], [0.0, -0.1, 0.0], [0.0, 0.0, -0.1], [0.0, 0.0, 0.0], [-0.1, 0.1, 0.0], [0.1, 0.0, 0.0], [0.0, 0.0, 0.0], [0.0, 0.0, 0.0], [0.0, 0.0, 0.0], [0.0, 0.0, 0.0], [0.0, 0.0, 0.0], [0.0, 0.0, 0.0], [0.0, 0.0, 0.0], [0.0, 0.0, 0.0], [0.0, 0.0, 0.0], [0.0, 0.0, 0.0], [0.0, 0.0, 0.0], [0.0, 0.0, 0.0]]}

---

2.
{"formula": "C5H8O2", "method": "ωB97M-V with the def2-TZVPD basis set", "e_lumo_ev": 0.5, "e_above_lowest_kcal_mol": 121.99, "homo_ev": -8.70, "e_tot_ev": -9404.542, "smiles": "C1=CC1.C=O.C=O", "gap_ev": 9.1739, "charge": 0, "symbols": ["C", "C", "C", "H", "H", "H", "H", "C", "O", "H", "H", "C", "O", "H", "H"], "positions_angstrom": [[-1.532, -0.410, -0.514], [-1.198, -1.203, 0.446], [-1.717, 0.132, 0.868], [-1.769, -0.289, -1.552], [-0.941, -2.194, 0.765], [-1.064, 0.901, 1.312], [-2.737, 0.176, 1.249], [0.937, 1.607, -0.636], [0.233, 1.103, -1.473], [0.535, 2.152, 0.236], [2.037, 1.534, -0.700], [1.804, -0.885, -0.013], [1.224, -0.955, 1.041], [1.357, -1.188, -0.979], [2.830, -0.481, -0.049]], "forces_ev_per_angstrom": [[-0.4, -0.6, 0.2], [-0.6, -0.1, -0.4], [-0.3, 0.1, 0.2], [0.1, 0.1, 0.0], [0.1, 0.1, 0.1], [0.0, -0.3, -0.3], [0.1, 0.2, 0.2], [-0.2, 0.1, -0.4], [0.5, 0.6, 0.1], [-0.1, 0.0, -0.1], [0.0, 0.1, 0.0], [0.0, -0.2, 0.5], [0.7, 0.0, -0.3], [-0.1, 0.0, 0.3], [0.1, -0.1, -0.1]]}

---

3.
{"formula": "C3H4N2O", "method": "ωB97M-V with the def2-TZVPD basis set", "e_lumo_ev": -0.2, "e_above_lowest_kcal_mol": 134.24, "homo_ev": -8.35, "e_tot_ev": -8198.064, "gap_ev": 8.1659, "charge": 0, "symbols": ["O", "C", "N", "N", "C", "C", "H", "H", "H", "H"], "positions_angstrom": [[2.304, 0.122, -0.143], [0.966, 0.044, -0.012], [0.378, -1.169, -0.131], [-0.880, -1.038, 0.084], [-1.135, 0.855, 0.231], [0.195, 1.136, 0.318], [2.610, -0.782, -0.301], [-1.416, -1.864, -0.161], [-1.930, 1.256, 0.857], [-1.092, 1.439, -0.743]], "forces_ev_per_angstrom": [[0.8, -0.5, -0.2], [0.5, 0.7, 0.3], [-1.5, 1.6, 0.4], [-0.6, 0.2, -0.3], [0.6, 0.1, -0.6], [0.9, -0.4, 0.7], [0.2, 0.1, 0.0], [-0.1, 0.0, -0.1], [0.0, -0.8, 0.1], [-0.9, -1.1, -0.4]]}

---

4.
{"formula": "C3H2N2O2", "method": "ωB97M-V with the def2-TZVPD basis set", "e_lumo_ev": -0.6, "e_above_lowest_kcal_mol": 66.35, "homo_ev": -11.22, "e_tot_ev": -10215.312, "smiles": "[H]/N=C(/C#N)OC=O", "gap_ev": 10.6130, "charge": 0, "symbols": ["H", "N", "C", "C", "N", "O", "C", "O", "H"], "positions_angstrom": [[1.000, 1.007, 1.234], [0.553, 0.146, 1.528], [-0.081, -0.446, 0.639], [-0.563, -1.888, 0.840], [-1.624, -1.558, 1.226], [-0.552, -0.071, -0.624], [0.237, 0.736, -1.394], [1.276, 1.232, -1.072], [-0.247, 0.842, -2.378]], "forces_ev_per_angstrom": [[-0.3, 0.3, -0.1], [0.1, -0.4, -0.7], [0.9, 0.4, -0.1], [-1.3, 1.0, 0.4], [-0.2, -1.5, 0.2], [0.8, 0.2, 0.3], [0.3, 0.3, -0.2], [-0.6, -0.3, -0.1], [0.1, 0.0, 0.2]]}

---

5.
{"formula": "C28H34IN2OPRu", "method": "ωB97M-V with the def2-TZVPD basis set", "e_lumo_ev": [-3.5, -4.0], "e_above_lowest_kcal_mol": 0.00, "homo_ev": [-10.39, -10.49], "e_tot_ev": -54582.425, "gap_ev": [6.9424, 6.4587], "charge": 1, "s2": 0.7636, "spin_multiplicity": 2, "symbols": ["Ru", "I", "C", "C", "C", "C", "C", "C", "C", "C", "C", "C", "H", "H", "H", "H", "H", "H", "O", "C", "C", "C", "C", "C", "C", "C", "N", "C", "C", "N", "H", "H", "H", "H", "H", "H", "H", "C", "C", "C", "P", "C", "C", "C", "C", "C", "C", "H", "H", "H", "H", "H", "H", "H", "H", "H", "H", "H", "H", "H", "H", "H", "H", "H", "H", "H", "H", "H"], "positions_angstrom": [[0.108, 0.046, 0.263], [2.826, 0.280, -0.120], [2.673, 2.343, 0.028], [3.799, 3.106, 0.122], [3.660, 4.506, 0.217], [2.416, 5.066, 0.188], [1.252, 4.266, 0.076], [-0.030, 4.864, -0.010], [-1.139, 4.097, -0.177], [-1.034, 2.688, -0.206], [0.174, 2.028, -0.054], [1.357, 2.855, 0.025], [4.783, 2.657, 0.122], [4.543, 5.125, 0.298], [2.300, 6.142, 0.239], [-0.102, 5.945, 0.029], [-2.112, 4.562, -0.274], [-1.928, 2.103, -0.348], [-1.776, 0.022, -0.324], [-2.671, -0.946, -0.275], [-4.030, -0.581, -0.254], [-5.017, -1.531, -0.155], [-4.696, -2.892, -0.074], [-3.377, -3.267, -0.132], [-2.353, -2.310, -0.256], [-0.979, -2.725, -0.423], [0.108, -1.945, -0.409], [1.197, -2.787, -0.625], [0.767, -4.055, -0.774], [-0.603, -4.001, -0.645], [-4.269, 0.474, -0.309], [-6.054, -1.221, -0.133], [-5.473, -3.637, 0.030], [-3.134, -4.321, -0.069], [2.205, -2.423, -0.694], [1.292, -4.971, -0.980], [-1.233, -4.778, -0.739], [0.723, 0.268, 5.142], [0.531, 0.835, 3.729], [1.835, 1.472, 3.261], [-0.228, -0.346, 2.528], [-2.040, -0.253, 2.872], [-2.468, -0.368, 4.342], [-2.634, 1.058, 2.344], [0.379, -2.078, 2.811], [-0.212, -2.876, 3.976], [1.908, -2.138, 2.858], [0.928, 1.095, 5.823], [1.581, -0.403, 5.182], [-0.143, -0.262, 5.525], [-0.225, 1.626, 3.776], [2.663, 0.761, 3.314], [2.078, 2.316, 3.909], [1.762, 1.843, 2.248], [-2.462, -1.088, 2.303], [-2.139, 0.503, 4.908], [-2.122, -1.260, 4.851], [-3.559, -0.371, 4.375], [-2.364, 1.891, 2.996], [-3.722, 0.978, 2.354], [-2.322, 1.290, 1.332], [0.056, -2.573, 1.897], [-0.051, -2.401, 4.941], [0.287, -3.846, 4.006], [-1.277, -3.064, 3.847], [2.289, -1.799, 3.821], [2.379, -1.540, 2.082], [2.227, -3.173, 2.727]], "forces_ev_per_angstrom": [[0.6, -0.6, -0.7], [-0.3, -0.1, 0.3], [-0.1, 0.1, 0.0], [0.0, 0.1, 0.0], [0.0, -0.1, 0.0], [-0.1, 0.0, 0.0], [0.1, 0.1, 0.0], [0.1, 0.1, 0.0], [-0.1, -0.2, 0.0], [0.2, 0.2, -0.1], [0.0, 0.6, 0.5], [0.0, -0.1, -0.2], [0.0, 0.0, 0.0], [0.0, 0.0, 0.0], [0.0, 0.0, 0.0], [0.0, 0.0, 0.0], [0.0, 0.0, 0.0], [0.0, 0.1, 0.0], [-0.7, -0.1, -0.1], [0.1, 0.3, 0.0], [0.0, 0.0, 0.0], [0.0, 0.0, 0.0], [0.0, 0.1, 0.0], [0.0, 0.0, 0.0], [0.0, -0.2, 0.1], [0.1, 0.1, -0.2], [0.3, -0.6, 0.1], [-0.1, 0.2, 0.0], [-0.1, -0.1, 0.0], [0.0, 0.0, 0.0], [0.0, 0.0, 0.0], [0.0, 0.0, 0.0], [0.0, 0.0, 0.0], [0.0, 0.0, 0.0], [0.0, 0.0, 0.0], [0.0, 0.0, 0.0], [0.0, 0.0, 0.0], [-0.1, 0.0, 0.0], [0.1, 0.0, 0.1], [0.1, -0.1, 0.1], [0.2, 0.2, -0.1], [-0.1, 0.1, 0.1], [0.0, -0.1, -0.1], [0.0, 0.1, 0.0], [0.0, 0.0, 0.1], [-0.1, 0.0, 0.0], [0.0, 0.0, 0.0], [0.0, 0.0, 0.0], [0.0, 0.0, 0.0], [0.0, 0.0, 0.0], [0.0, 0.0, 0.0], [0.0, 0.0, 0.0], [0.0, 0.0, 0.0], [0.0, 0.1, -0.1], [0.0, 0.0, 0.0], [0.0, 0.0, 0.0], [0.1, -0.1, 0.0], [0.0, 0.0, 0.0], [0.0, 0.0, 0.0], [0.0, 0.0, 0.1], [-0.1, -0.1, 0.2], [0.0, -0.1, 0.0], [0.0, 0.0, 0.0], [0.0, 0.0, 0.0], [0.0, 0.0, 0.0], [0.0, 0.0, 0.0], [0.0, 0.0, 0.0], [0.0, 0.0, 0.0]]}

---

6.
{"formula": "C5H13N2OP", "method": "ωB97M-V with the def2-TZVPD basis set", "e_lumo_ev": [0.4, 0.4], "e_above_lowest_kcal_mol": 101.65, "homo_ev": [-7.70, -7.70], "e_tot_ev": -19708.776, "gap_ev": [8.1133, 8.1149], "charge": 0, "symbols": ["C", "C", "C", "C", "C", "N", "N", "O", "P", "H", "H", "H", "H", "H", "H", "H", "H", "H", "H", "H", "H", "H"], "positions_angstrom": [[-1.049, -0.144, 1.722], [0.092, -0.749, 1.757], [1.223, -1.090, 2.603], [-1.272, 1.769, -1.813], [0.742, 0.914, -0.975], [1.720, -1.288, -2.363], [0.502, -1.687, -0.212], [-0.445, 0.646, -1.667], [1.729, -0.690, -0.765], [-1.650, -0.102, 0.830], [-1.440, 0.351, 2.603], [2.153, -0.779, 2.121], [1.264, -2.168, 2.764], [1.137, -0.591, 3.570], [-0.742, 2.595, -2.310], [-1.635, 2.130, -0.842], [-2.114, 1.459, -2.427], [1.379, 1.620, -1.538], [0.546, 1.364, 0.008], [2.406, -0.859, -2.971], [0.782, -1.215, -2.752], [0.901, -2.559, 0.131]], "forces_ev_per_angstrom": [[-0.4, 0.2, 0.0], [0.9, -1.8, -3.3], [0.2, -0.1, 0.2], [0.0, 0.2, -0.1], [0.5, -0.5, 0.2], [-0.1, 0.1, -0.1], [-1.7, 1.0, 3.5], [-0.2, -0.1, -0.1], [0.7, 1.2, -0.4], [0.0, -0.1, -0.2], [0.1, 0.0, 0.2], [0.0, 0.0, 0.1], [0.0, 0.0, 0.0], [0.0, 0.0, 0.1], [-0.1, -0.1, 0.0], [0.0, 0.0, 0.0], [-0.1, 0.1, 0.0], [0.0, -0.1, 0.0], [0.0, 0.0, 0.0], [0.0, -0.1, 0.0], [0.2, 0.0, -0.1], [0.1, 0.0, 0.0]]}

---

Please write out number 6 again, unchanged.
{"formula": "C5H13N2OP", "method": "ωB97M-V with the def2-TZVPD basis set", "e_lumo_ev": [0.4, 0.4], "e_above_lowest_kcal_mol": 101.65, "homo_ev": [-7.70, -7.70], "e_tot_ev": -19708.776, "gap_ev": [8.1133, 8.1149], "charge": 0, "symbols": ["C", "C", "C", "C", "C", "N", "N", "O", "P", "H", "H", "H", "H", "H", "H", "H", "H", "H", "H", "H", "H", "H"], "positions_angstrom": [[-1.049, -0.144, 1.722], [0.092, -0.749, 1.757], [1.223, -1.090, 2.603], [-1.272, 1.769, -1.813], [0.742, 0.914, -0.975], [1.720, -1.288, -2.363], [0.502, -1.687, -0.212], [-0.445, 0.646, -1.667], [1.729, -0.690, -0.765], [-1.650, -0.102, 0.830], [-1.440, 0.351, 2.603], [2.153, -0.779, 2.121], [1.264, -2.168, 2.764], [1.137, -0.591, 3.570], [-0.742, 2.595, -2.310], [-1.635, 2.130, -0.842], [-2.114, 1.459, -2.427], [1.379, 1.620, -1.538], [0.546, 1.364, 0.008], [2.406, -0.859, -2.971], [0.782, -1.215, -2.752], [0.901, -2.559, 0.131]], "forces_ev_per_angstrom": [[-0.4, 0.2, 0.0], [0.9, -1.8, -3.3], [0.2, -0.1, 0.2], [0.0, 0.2, -0.1], [0.5, -0.5, 0.2], [-0.1, 0.1, -0.1], [-1.7, 1.0, 3.5], [-0.2, -0.1, -0.1], [0.7, 1.2, -0.4], [0.0, -0.1, -0.2], [0.1, 0.0, 0.2], [0.0, 0.0, 0.1], [0.0, 0.0, 0.0], [0.0, 0.0, 0.1], [-0.1, -0.1, 0.0], [0.0, 0.0, 0.0], [-0.1, 0.1, 0.0], [0.0, -0.1, 0.0], [0.0, 0.0, 0.0], [0.0, -0.1, 0.0], [0.2, 0.0, -0.1], [0.1, 0.0, 0.0]]}

---

Question: Which formula does entry 2 have?
Answer: C5H8O2